{"formula": "C33H36AsIP2PmS", "method": "ωB97M-V/def2-TZVPD", "energy_ha": -5500.9471, "spin_multiplicity": 5, "s_squared": 6.01, "charge": 3, "e_lumo_ev": [-9.12, -8.71], "e_above_lowest_kj_mol": 0.0, "species": ["Pm", "I", "As", "S", "P", "P", "C", "C", "C", "C", "C", "C", "C", "C", "C", "C", "C", "C", "C", "C", "C", "C", "C", "C", "C", "C", "C", "C", "C", "C", "C", "C", "C", "C", "C", "C", "C", "C", "C", "H", "H", "H", "H", "H", "H", "H", "H", "H", "H", "H", "H", "H", "H", "H", "H", "H", "H", "H", "H", "H", "H", "H", "H", "H", "H", "H", "H", "H", "H", "H", "H", "H", "H", "H", "H"], "xyz": [[0.8222, -0.5988, 0.2225], [-1.6754, -0.8194, 2.0143], [3.2135, -3.8446, 1.7525], [2.4276, -1.8421, 2.0163], [-0.3218, 1.8984, 0.3773], [0.0990, -2.8464, -1.5520], [-3.8047, 4.4791, 1.6572], [-1.0110, -1.5762, -2.2766], [-3.1570, -0.5026, -2.3058], [3.1611, 3.5881, 1.7218], [-1.7907, 2.8212, 0.8673], [2.3854, 1.9868, 3.3477], [1.8406, -5.1750, 1.8028], [2.0583, 3.3641, 0.9315], [4.1047, -4.1115, 0.0593], [0.1423, 2.2116, -1.3486], [-5.1017, 1.3234, 3.1247], [-2.7864, 5.0218, 0.9365], [-0.6894, -0.8917, -3.4400], [1.1561, -3.4637, -2.8852], [-3.8669, 3.1024, 1.9946], [0.9772, 2.1821, -3.9640], [-0.2286, 2.7806, -3.6266], [-4.9661, 2.6096, 2.7241], [4.4848, -4.0924, 3.1796], [3.3446, 2.8799, 2.9175], [1.4161, 1.7404, -1.6787], [1.1121, 2.4341, 1.3428], [-2.8527, 2.2151, 1.6114], [1.8511, 1.7017, -3.0047], [-0.9963, -4.2315, -1.0701], [-0.7056, 2.7444, -2.3341], [1.2910, 1.7141, 2.5400], [-2.2704, -1.3965, -1.7091], [-4.0558, 0.4415, 2.8510], [-1.5976, -0.0893, -4.0481], [-2.8478, 0.1357, -3.4850], [-1.7496, 4.1664, 0.5659], [-2.9807, 0.8765, 2.1449], [4.8305, -5.1223, 3.1336], [-5.7262, 3.3368, 3.0204], [-4.5948, 5.1910, 1.9559], [3.8631, 4.3559, 1.3893], [1.1818, -5.0460, 2.6573], [-0.8720, 3.1963, -4.4003], [-0.9461, 4.5904, -0.0155], [-1.3755, 0.4143, -4.9979], [-1.7189, 3.0864, -2.1027], [1.8795, -2.6935, -3.1293], [2.8124, 1.3646, -3.3270], [2.3259, -6.1576, 1.9215], [2.1637, 1.5172, -0.9168], [1.2571, -5.1217, 0.8797], [-4.1469, -0.3129, -1.9107], [-2.7493, 6.0815, 0.7161], [1.7217, -4.2847, -2.4642], [0.2492, -1.0887, -3.9421], [1.9219, 3.9163, 0.0243], [-1.4873, -4.0728, -0.1039], [0.5978, -3.7638, -3.7758], [-1.7184, -4.4198, -1.8439], [-5.9518, 1.0044, 3.7276], [4.2478, 3.0639, 3.4832], [4.4118, -5.1605, -0.0661], [-2.5444, -1.8838, -0.7943], [-0.3854, -5.1331, -0.9802], [3.9728, -3.9405, 4.1381], [-4.0780, -0.5512, 3.2815], [4.9812, -3.4668, 0.0097], [1.2760, 2.1749, -5.0190], [3.4028, -3.8527, -0.7317], [-3.5724, 0.7379, -4.0046], [2.5008, 1.4818, 4.2947], [5.3055, -3.3856, 3.0781], [0.5324, 1.0072, 2.8401]], "lowdin_charge": [0.965, 1.094, 0.774, 0.055, 0.921, 0.801, 0.024, -0.445, -0.045, -0.024, -0.288, -0.050, -0.226, -0.080, -0.218, -0.377, -0.032, -0.026, -0.108, -0.243, -0.150, -0.053, -0.052, 0.006, -0.220, -0.020, -0.200, -0.397, -0.172, -0.043, -0.229, -0.052, -0.158, -0.126, -0.184, -0.070, -0.036, -0.067, -0.493, 0.058, 0.141, 0.148, 0.133, 0.054, 0.135, 0.118, 0.134, 0.128, 0.046, 0.119, 0.071, 0.081, 0.022, 0.124, 0.131, 0.039, 0.111, 0.118, 0.051, 0.082, 0.065, 0.137, 0.127, 0.072, 0.056, 0.050, 0.060, 0.085, 0.055, 0.136, 0.010, 0.126, 0.125, 0.057, 0.037]}